1.
Here is 2 unconnected molecules or ions with the total composition C6H8S in a non-equilibrium geometry from OMol25. Energies are from ωB97M-V/def2-TZVPD.

Calculated values
HOMO (alpha / beta) ... -7.52 / -7.52 eV
Max |F| ... 3.4 eV Å⁻¹
Kohn-Sham gap (alpha / beta) ... 6.92 / 8.07 eV
2S+1 ... 1
Energy relative to the best compared isomer or geometry (same formula, charge and spin) ... 6.5650 eV

Geometry (Å):
H (1.83, 1.82, -0.66)
H (-0.30, 1.06, 2.46)
H (2.11, 0.02, 1.82)
C (2.40, 0.73, 1.03)
C (1.50, 1.15, 0.15)
H (-3.31, -1.17, -1.93)
C (-2.27, -0.93, -1.61)
H (3.33, 1.15, 0.75)
H (-0.14, -1.48, -2.08)
S (-1.46, 1.56, 0.19)
C (-0.65, 0.61, 1.55)
C (0.11, 0.84, 0.32)
H (-2.10, 0.04, -0.91)
H (-1.17, -0.32, 1.91)
C (-1.22, -1.47, -2.08)



2.
Here is a molecular structure, C25H30CaClF6N5O5S7 in a non-equilibrium geometry from OMol25. Energies are from ωB97M-V/def2-TZVPD.

Calculated values
HOMO ... -7.26 eV
Max |F| ... 1.4 eV Å⁻¹
Kohn-Sham gap ... 7.40 eV
2S+1 ... 1
Energy relative to the best compared isomer or geometry (same formula, charge and spin) ... 0.8136 eV

Geometry (Å):
H (-1.78, 1.48, -6.58)
C (3.68, -3.37, 2.23)
C (3.37, -4.22, -0.98)
C (4.08, 1.32, 3.52)
O (0.95, 2.49, -4.22)
N (0.58, -0.61, -2.49)
N (2.15, 1.06, 1.77)
H (-2.22, 3.32, -3.48)
S (2.09, -4.48, 0.27)
H (-3.63, 0.56, -0.84)
F (-0.74, -2.48, 6.47)
C (-2.34, 3.66, -0.57)
S (0.21, -2.66, 4.07)
O (0.77, -3.69, 3.23)
N (-1.19, -2.25, 3.51)
H (3.86, -3.26, -0.79)
H (-1.32, 3.75, -4.95)
H (-2.83, 0.91, -3.08)
C (0.77, 0.28, -3.63)
H (-0.07, 1.78, -6.28)
Cl (-6.14, 4.55, 0.28)
F (-4.03, -1.77, 3.56)
C (1.19, -0.56, -1.31)
H (-0.87, -2.91, -0.94)
S (4.44, -3.65, 3.79)
C (-1.11, 1.51, -1.12)
F (-3.92, 0.11, 2.48)
H (4.99, 0.97, 3.06)
S (-1.64, -0.75, 3.33)
C (-3.33, -1.06, 2.69)
O (1.08, -1.50, 4.26)
H (3.85, 0.63, 4.34)
C (-1.95, 2.99, -4.48)
H (-3.46, 5.43, -0.05)
H (-2.87, 2.95, -5.07)
C (4.21, 2.76, 4.03)
C (-3.59, 1.63, -0.68)
H (0.86, 2.13, -1.76)
O (-0.91, -0.17, 2.19)
H (1.99, 0.12, -1.07)
H (-1.93, -0.41, -3.86)
F (-0.86, -4.46, 5.60)
C (-1.30, 1.60, -4.48)
C (-2.37, 2.29, -0.81)
H (-1.40, 0.50, -1.40)
N (0.68, -1.48, -0.51)
C (-4.75, 2.32, -0.34)
C (3.93, -5.28, 4.05)
C (-2.35, 0.59, -4.00)
H (-5.69, 1.79, -0.25)
C (-0.94, 1.23, -5.93)
C (3.05, -4.44, 1.74)
N (-0.36, -1.59, -2.49)
H (-0.39, 3.21, -2.25)
C (-0.27, -2.08, -1.28)
H (-1.40, 4.21, -0.63)
F (1.05, -3.69, 6.30)
H (5.01, 2.81, 4.77)
H (-0.56, 1.41, -0.18)
S (3.84, -1.75, 1.58)
H (0.56, -0.29, -4.53)
H (1.82, 0.56, -3.64)
H (2.87, -4.20, -1.94)
H (-3.13, 0.51, -4.76)
C (3.00, 1.18, 2.53)
H (4.08, -5.04, -0.95)
S (3.08, -5.90, 2.69)
H (-0.76, 0.17, -6.05)
O (-1.75, 0.04, 4.51)
H (4.45, 3.44, 3.22)
Ca (1.14, -1.24, 1.88)
H (3.28, 3.09, 4.51)
C (-0.15, 2.15, -2.15)
S (4.34, -6.16, 5.38)
H (0.54, 3.35, -4.35)
C (-0.11, -3.38, 5.73)
C (-3.49, 4.36, -0.24)
C (-0.01, 1.62, -3.60)
F (-3.27, -1.73, 1.54)
C (-4.69, 3.68, -0.13)



3.
Here is 2 unconnected molecules or ions with the total composition H2IO2PS in a non-equilibrium geometry from OMol25. Energies are from ωB97M-V/def2-TZVPD.

Calculated values
HOMO (alpha / beta) ... -6.34 / -9.61 eV
Max |F| ... 4.3 eV Å⁻¹
⟨S²⟩ ... 2.008
Kohn-Sham gap (alpha / beta) ... 5.89 / 6.98 eV
2S+1 ... 3
Energy relative to the best compared isomer or geometry (same formula, charge and spin) ... 1.2137 eV

Geometry (Å):
P (1.94, -0.84, -0.90)
H (-1.65, 1.38, 1.29)
S (-2.53, 0.39, 1.07)
O (0.47, -1.06, -0.95)
I (-1.54, -1.69, 1.45)
H (1.21, 1.07, -0.95)
O (2.10, 0.75, -1.01)



4.
Here is a molecular structure, C38H37ClIrN4O11P2S3 from OMol25. Energies are from ωB97M-V/def2-TZVPD.

Calculated values
Charge ... +1
HOMO ... -10.72 eV
Max |F| ... 0.9 eV Å⁻¹
Kohn-Sham gap ... 8.21 eV
2S+1 ... 1
Energy relative to the best compared isomer or geometry (same formula, charge and spin) ... 0.0000 eV

Geometry (Å):
S (0.47, 0.07, 1.69)
H (0.73, -7.04, -0.35)
C (4.74, 0.05, -3.55)
C (-2.22, -2.61, -0.42)
H (-0.46, 0.36, 7.20)
H (1.76, -0.34, 6.39)
C (-0.25, -1.05, -3.52)
O (-3.03, 3.30, 2.66)
S (0.52, -0.47, -2.02)
H (-3.31, -3.34, 3.22)
H (1.23, 2.59, 2.81)
C (-0.28, 0.30, 6.14)
C (-1.68, -2.83, 1.94)
H (-1.54, 6.63, 1.71)
C (-3.00, -3.13, 2.21)
H (-3.21, 5.98, -0.80)
O (-2.69, 0.04, -1.10)
H (3.06, -7.15, 0.46)
H (5.74, 0.18, -3.94)
C (-0.48, -2.39, -3.80)
N (1.03, -1.45, 1.49)
C (-1.01, -0.41, -5.69)
C (2.68, 0.99, -2.77)
H (-1.22, 0.36, -6.42)
C (-1.01, -2.73, -5.03)
C (0.21, 0.14, 3.44)
O (-2.96, 1.76, -2.66)
H (-3.65, 3.70, 3.28)
H (-1.21, -3.77, -5.26)
N (0.10, 0.83, -1.49)
O (-2.32, 6.06, 1.69)
H (-0.25, -3.15, -3.07)
H (2.58, -2.41, -2.68)
H (-1.81, 0.76, 3.14)
H (4.94, 3.33, 0.84)
N (0.61, -1.87, -1.17)
O (-4.88, 0.84, -1.63)
O (-3.67, -0.46, -3.17)
C (2.92, 0.63, 0.60)
H (-2.19, 4.65, -1.39)
N (-0.79, 0.29, 0.94)
H (-1.91, -2.37, -1.43)
C (4.02, 1.45, 0.38)
C (2.97, -1.42, -2.84)
H (4.34, 2.15, -3.44)
H (-4.27, -2.91, -0.93)
C (3.96, 1.15, -3.27)
Ir (-1.44, 1.53, -0.43)
C (-1.27, -1.74, -5.97)
C (-2.25, 5.48, -0.68)
H (-1.69, -2.01, -6.94)
C (4.09, 2.68, 1.02)
H (-0.47, -4.88, -0.37)
H (-2.26, 0.92, 5.60)
C (2.51, -3.85, 0.90)
C (-1.31, -2.58, 0.62)
C (1.21, -3.81, 0.44)
H (4.87, -2.10, -3.56)
C (2.21, -0.30, -2.56)
H (4.80, 1.13, -0.29)
C (1.23, -0.18, 4.33)
H (4.19, -5.12, 1.27)
C (3.09, 3.09, 1.90)
C (-2.07, 5.02, 0.76)
C (-1.05, 0.53, 3.87)
O (-0.25, 3.01, 0.31)
H (-1.45, 6.18, -0.92)
C (0.98, -0.10, 5.68)
O (-4.73, 4.32, 1.17)
C (2.01, 2.27, 2.13)
H (2.05, 1.83, -2.52)
C (-3.55, -2.90, -0.13)
O (-3.16, 2.58, 0.20)
H (-0.94, -2.79, 2.73)
Cl (-3.61, 0.56, -2.19)
C (3.18, -5.06, 0.91)
C (2.54, -6.21, 0.45)
O (0.60, 5.44, 0.57)
H (3.15, 4.05, 2.38)
C (0.55, -4.94, -0.02)
P (-3.26, 3.73, 1.14)
C (1.23, -6.15, -0.01)
C (4.26, -1.24, -3.34)
H (-0.89, 3.60, 2.94)
H (2.86, -0.34, 0.12)
C (-1.29, 0.61, 5.24)
H (2.20, -0.48, 3.96)
C (1.93, 1.05, 1.47)
H (-5.25, 4.15, 0.38)
S (0.39, -2.25, 0.30)
H (-4.97, -3.39, 1.39)
C (-3.93, -3.17, 1.17)
P (-0.33, 4.38, 0.98)
H (-0.31, 0.98, -4.20)
O (-0.20, 4.16, 2.57)
H (2.99, -2.95, 1.26)
C (-0.50, -0.06, -4.45)



5.
Here is a molecular structure, C10H28Br2CrMnN8O24S2 in a non-equilibrium geometry from OMol25. Energies are from ωB97M-V/def2-TZVPD.

Calculated values
HOMO (alpha / beta) ... -8.60 / -9.97 eV
Max |F| ... 3.3 eV Å⁻¹
⟨S²⟩ ... 24.767
Kohn-Sham gap (alpha / beta) ... 7.52 / 8.80 eV
2S+1 ... 10

Geometry (Å):
O (-5.30, -0.38, -1.95)
N (2.18, 3.98, 0.76)
C (-3.42, 0.85, -2.29)
H (-0.99, -4.82, -3.14)
O (-0.66, 1.79, -0.80)
O (2.54, 4.30, 1.88)
H (-2.93, 1.32, -3.15)
O (0.85, -0.94, 3.23)
O (-1.57, 0.04, 0.61)
N (2.38, -3.41, 1.18)
Br (0.80, 3.78, -4.57)
H (1.46, 1.57, -5.57)
H (-4.62, -2.96, -1.44)
H (0.33, -3.63, -3.62)
O (0.24, 1.35, 1.40)
S (-0.35, 0.78, 0.18)
H (-2.92, -0.04, -1.91)
N (-2.86, 2.36, 2.84)
H (-0.28, 1.09, -3.16)
N (-1.39, -2.88, -2.71)
H (4.08, -3.34, 2.41)
C (4.41, 2.24, 4.05)
O (5.55, 0.35, -2.13)
C (3.59, -0.33, -1.13)
N (5.05, -0.08, -1.11)
O (-3.40, 3.41, 2.61)
H (0.54, 5.25, 0.95)
Mn (-0.67, -1.83, 0.34)
H (-4.24, 1.01, 3.60)
H (-4.25, 1.24, 1.83)
H (3.99, -2.08, 1.09)
H (-2.89, 0.29, 2.57)
O (5.66, -0.36, -0.10)
O (-5.33, 1.05, -3.56)
O (0.44, -0.34, -0.34)
O (2.50, 1.53, 2.95)
C (-3.62, 1.08, 2.71)
C (-4.95, -3.04, -0.41)
H (3.47, -1.29, -1.61)
Br (1.19, -0.79, -4.02)
H (0.77, 4.66, -0.70)
H (3.21, -0.30, -0.11)
O (2.34, -4.62, 1.29)
H (3.00, -1.96, 2.56)
H (3.95, 2.09, 5.03)
O (2.78, 3.20, 0.06)
H (-5.87, -2.50, -0.20)
O (-0.79, -2.52, -1.71)
C (-0.72, -3.88, -3.61)
O (-2.82, -2.18, 0.01)
C (3.45, -2.65, 1.84)
H (-0.35, 1.72, -5.44)
H (4.17, 3.27, 3.79)
H (1.48, 1.46, -3.02)
H (0.16, 3.53, 0.59)
N (-3.92, -2.43, 0.48)
Cr (0.16, 1.00, 3.36)
O (-1.23, -0.40, 3.79)
N (3.70, 1.40, 3.06)
O (-2.55, -2.61, -2.97)
H (5.44, 1.93, 4.02)
O (-0.41, -2.56, 4.58)
O (-4.27, -2.11, 1.59)
O (4.35, 0.63, 2.42)
O (-1.69, 2.28, 3.22)
H (-1.11, -3.71, -4.61)
C (0.69, 1.07, -3.64)
H (3.11, 0.49, -1.65)
H (-5.06, -4.06, -0.04)
S (-0.44, -1.61, 3.48)
N (-4.79, 0.47, -2.65)
H (-3.46, 1.62, -1.52)
O (1.55, -2.76, 0.55)
C (0.61, 1.85, -4.95)
O (-0.84, -2.30, 2.24)
C (0.79, 4.38, 0.35)



6.
Here is a molecular structure, C26H32CrN2O9P2 from OMol25. Energies are from ωB97M-V/def2-TZVPD.

Calculated values
Charge ... +1
HOMO (alpha / beta) ... -11.93 / -11.88 eV
Max |F| ... 0.6 eV Å⁻¹
⟨S²⟩ ... 0.770
Kohn-Sham gap (alpha / beta) ... 7.94 / 8.28 eV
2S+1 ... 2
Energy relative to the best compared isomer or geometry (same formula, charge and spin) ... 0.0000 eV

Geometry (Å):
C (-1.41, 3.16, 1.80)
C (-2.95, -0.41, 3.52)
C (2.31, 0.46, -1.71)
H (-3.59, -0.75, 2.72)
H (-3.39, -3.44, 2.49)
C (-1.27, 1.10, 4.36)
O (-2.31, -2.08, 0.48)
H (-2.07, -4.61, 2.65)
C (1.60, -1.14, 1.36)
H (-3.02, -4.55, 1.16)
H (-7.10, 2.56, -0.52)
H (-0.16, -4.04, -1.62)
C (-3.76, 2.02, -0.32)
H (-0.79, -3.45, 0.86)
O (-0.17, 2.38, -0.14)
H (1.71, 2.37, -2.41)
C (-3.67, 1.65, 1.02)
O (5.60, -1.79, -0.83)
H (-3.86, -3.08, -2.66)
O (-0.55, -2.06, -1.34)
H (-4.34, -1.76, -0.58)
O (0.43, -0.54, 1.55)
O (0.23, 4.44, 0.62)
H (-2.87, 2.07, -0.94)
H (-1.60, -2.44, -3.81)
C (-0.90, -3.32, -1.97)
H (-4.77, 1.35, 2.85)
P (-1.59, -1.14, -0.57)
H (-2.15, -1.16, 6.72)
O (-2.77, -0.82, -1.57)
P (-2.00, 1.43, 1.69)
H (-1.09, -4.13, -3.94)
C (4.62, -1.83, -0.12)
C (1.97, 1.39, -2.82)
C (-4.16, -1.26, -1.53)
H (2.80, 1.49, -3.51)
H (-0.63, 0.76, 6.38)
C (-4.99, 2.36, -0.87)
C (-2.11, 0.69, 3.33)
C (-0.87, -3.17, -3.47)
C (2.25, -0.70, 0.12)
Cr (-0.25, 0.61, 0.27)
C (-1.59, -2.95, 1.41)
O (4.55, -2.53, 0.99)
O (2.09, -1.93, 2.13)
H (-1.15, -2.33, 2.18)
C (-6.14, 2.30, -0.09)
H (-1.88, -3.64, -1.61)
C (-2.96, -1.07, 4.74)
H (1.10, 1.01, -3.36)
H (-4.22, -1.65, -3.65)
H (-0.59, 1.94, 4.23)
H (-1.00, 3.43, 2.77)
N (1.55, 0.17, -0.68)
H (-5.05, 2.67, -1.91)
C (-1.29, 0.44, 5.58)
C (-2.13, -0.64, 5.77)
H (-4.75, -0.35, -1.57)
C (-0.37, 3.42, 0.72)
H (-5.50, -2.43, -2.71)
H (4.27, -0.19, -2.22)
H (-3.62, -1.91, 4.89)
H (-2.25, 3.84, 1.61)
C (-6.05, 1.92, 1.24)
N (3.48, -0.20, -1.59)
C (-4.82, 1.61, 1.80)
H (0.13, -2.86, -3.80)
H (-6.94, 1.89, 1.85)
C (-4.44, -2.16, -2.71)
C (-2.58, -3.95, 1.96)
C (3.46, -0.96, -0.45)
H (3.68, -2.43, 1.45)